This record from the Open Molecules 2025 dataset describes 5 unconnected molecules or ions with the total composition C23H44N3O14P. The level of theory is ωB97M-V/def2-TZVPD.

## Properties
SMILES: NC(N)(N)C[PH3]CCCCOC=O.C[C@@H]1COC(=O)O1.C[C@@H]1COC(=O)O1.C[C@@H]1COC(=O)O1.C[C@@H]1COC(=O)O1
HOMO: -7.266 eV
energy relative to the best compared isomer or geometry (same formula, charge and spin): 0.00 kJ/mol
charge: 0
calculated total energy: -2461.75467 hartree
LUMO energy: 0.01426 hartree
multiplicity: 1

XYZ file:
```
85
Properties=species:S:1:pos:R:3:forces:R:3
N 4.142 -2.905 0.871 0.1 -0.3 -0.1
C 4.524 -2.708 -0.530 0.1 0.3 0.1
N 5.955 -2.894 -0.830 -0.1 -0.4 0.0
N 3.840 -3.751 -1.274 0.1 -0.1 0.0
C 4.171 -1.263 -0.904 -0.1 0.1 0.1
P 2.490 -0.610 -0.318 0.0 -0.1 -0.1
C 0.766 -0.007 0.295 0.0 -0.2 0.2
C -0.204 -1.173 0.483 0.0 0.3 -0.1
C -0.778 -1.681 -0.857 0.2 0.0 0.0
C -0.525 -3.153 -1.205 0.1 0.4 -0.3
O -0.290 -3.934 -0.019 -0.6 -0.3 0.0
C 0.100 -5.199 -0.224 0.3 0.0 0.0
O 0.783 -5.577 -1.132 -0.2 -0.1 -0.2
H 4.218 -3.897 1.074 0.0 0.0 0.0
H 4.797 -2.416 1.472 -0.2 0.2 0.0
H 6.110 -3.892 -0.946 0.0 0.0 0.1
H 6.505 -2.616 -0.024 0.0 0.2 -0.1
H 4.072 -3.707 -2.257 -0.1 0.1 0.0
H 2.838 -3.742 -1.143 0.0 0.1 -0.1
H 4.910 -0.606 -0.432 0.1 0.0 -0.1
H 4.244 -1.126 -1.988 0.1 -0.1 0.0
H 2.642 0.537 -1.141 0.0 0.1 0.0
H 1.852 -1.766 -0.890 0.0 0.0 0.0
H 2.979 -0.499 1.009 0.0 0.0 0.0
H 0.346 0.755 -0.367 0.0 0.0 0.0
H 0.948 0.456 1.271 0.0 0.2 -0.1
H -1.035 -0.853 1.115 0.0 -0.1 0.1
H 0.305 -1.975 1.020 0.0 -0.1 0.0
H -0.313 -1.104 -1.660 -0.1 0.0 -0.1
H -1.845 -1.466 -0.922 0.0 -0.1 0.1
H 0.309 -3.241 -1.899 0.2 -0.1 0.2
H -1.399 -3.574 -1.705 0.0 -0.1 0.0
H -0.292 -5.863 0.558 0.2 0.1 0.2
C -2.695 3.769 0.037 0.2 -0.2 0.0
C -1.421 4.349 -0.513 -0.1 0.1 -0.1
C -1.458 4.751 -1.975 0.0 0.0 0.0
O -0.101 4.548 -2.389 0.0 0.0 0.0
C 0.448 3.615 -1.576 0.0 0.0 0.0
O 1.497 3.086 -1.763 0.1 0.0 0.0
O -0.365 3.365 -0.528 0.1 0.0 0.1
H -2.588 3.534 1.094 0.0 0.0 0.0
H -3.518 4.474 -0.072 0.0 0.0 0.0
H -2.945 2.846 -0.487 0.0 0.0 0.0
H -1.073 5.185 0.102 0.0 0.0 0.0
H -1.741 5.786 -2.144 0.1 0.0 0.0
H -2.104 4.091 -2.559 0.0 0.0 0.0
C -3.507 -5.056 -3.067 -0.1 0.0 0.1
C -4.008 -5.041 -4.486 0.1 0.0 0.0
C -3.239 -4.148 -5.442 0.0 0.0 0.0
O -4.249 -3.756 -6.375 0.0 0.0 0.0
C -5.452 -3.830 -5.753 0.0 0.0 0.0
O -6.468 -3.404 -6.190 0.0 0.0 0.0
O -5.322 -4.459 -4.560 0.0 -0.1 0.0
H -4.090 -5.744 -2.456 0.0 0.0 0.0
H -2.462 -5.370 -3.038 0.0 0.0 0.0
H -3.596 -4.063 -2.624 0.1 0.0 -0.1
H -4.077 -6.057 -4.886 0.0 0.0 0.0
H -2.431 -4.652 -5.966 0.0 0.0 -0.1
H -2.856 -3.255 -4.942 0.0 0.0 0.0
C 4.046 3.723 1.651 -0.1 -0.1 -0.1
C 5.180 2.849 2.116 0.0 0.1 0.0
C 6.376 2.773 1.184 0.0 0.0 0.0
O 6.873 1.450 1.426 0.0 0.0 0.0
C 5.842 0.695 1.862 -0.1 0.0 -0.1
O 5.857 -0.492 1.949 0.2 0.0 0.1
O 4.777 1.466 2.154 0.0 0.0 0.1
H 3.247 3.744 2.391 0.0 0.0 0.0
H 4.401 4.742 1.495 0.0 0.0 0.0
H 3.632 3.342 0.716 0.0 0.0 0.0
H 5.501 3.121 3.125 0.0 0.0 0.0
H 7.153 3.501 1.399 0.0 -0.1 0.0
H 6.078 2.845 0.135 0.0 0.0 0.0
C -4.964 4.567 6.356 0.1 0.1 -0.1
C -5.539 3.804 5.193 0.0 -0.1 0.1
C -4.895 2.460 4.906 0.0 0.0 0.0
O -5.060 2.336 3.490 0.0 0.0 0.0
C -5.158 3.581 2.968 0.0 0.0 0.0
O -5.120 3.830 1.806 -0.1 0.0 0.1
O -5.294 4.496 3.952 -0.1 0.0 0.0
H -5.502 5.501 6.512 0.0 0.0 0.0
H -5.037 3.970 7.266 0.0 0.0 0.0
H -3.916 4.806 6.170 0.0 -0.1 0.0
H -6.622 3.695 5.295 0.0 0.0 0.0
H -5.376 1.622 5.405 0.0 0.0 -0.1
H -3.827 2.464 5.136 0.0 0.0 0.0
```
Forces are in eV/Å.



This record from the Open Molecules 2025 dataset describes a molecular structure, C23H44N3O2S5SiTi. The level of theory is ωB97M-V/def2-TZVPD.

## Properties
HOMO: -10.551 eV
energy relative to the best compared isomer or geometry (same formula, charge and spin): 0.00 kJ/mol
charge: +1
calculated total energy: -4347.32275 hartree
LUMO energy: -0.11097 hartree
multiplicity: 1

XYZ file:
```
79
Properties=species:S:1:pos:R:3:forces:R:3
Ti 0.404 -0.012 0.587 1.3 0.6 0.0
C -4.299 -0.604 1.387 0.0 -0.1 -0.1
C -3.427 -1.683 2.009 0.0 0.0 0.0
S -1.615 -1.566 1.930 0.2 0.1 -0.1
C -1.098 -0.877 3.511 0.0 0.1 0.1
C -1.263 0.627 3.722 -0.1 0.0 0.0
S -0.763 1.719 2.347 0.2 -0.2 -0.2
C -2.252 2.698 2.019 0.0 0.2 0.1
C -3.457 2.096 1.325 0.0 0.0 -0.1
S -4.433 0.938 2.320 0.0 0.0 0.0
H -5.310 -1.013 1.333 0.0 0.0 0.0
H -3.998 -0.389 0.361 0.0 0.0 0.0
H -3.639 -2.636 1.521 0.0 0.0 0.0
H -3.669 -1.807 3.066 0.0 0.0 0.0
H -0.045 -1.147 3.579 0.0 0.0 0.0
H -1.622 -1.405 4.310 0.0 0.0 0.0
H -0.670 0.914 4.591 0.0 0.0 0.0
H -2.307 0.861 3.914 0.0 0.0 0.0
H -1.872 3.527 1.417 0.0 0.0 0.0
H -2.531 3.130 2.982 0.0 0.0 0.0
H -3.166 1.594 0.408 0.0 0.0 0.0
H -4.108 2.922 1.031 -0.1 0.0 0.1
C 5.021 0.105 3.993 0.1 -0.1 0.0
Si 4.916 -1.708 3.570 0.0 0.1 0.0
C 4.794 -2.740 5.126 -0.1 0.0 0.0
C 6.415 -2.217 2.573 0.0 0.0 0.0
C 3.395 -2.150 2.505 0.1 0.2 0.1
C 3.328 -3.459 2.053 -0.1 -0.2 -0.1
C 2.276 -3.944 1.265 0.1 0.2 0.1
C 1.288 -3.056 0.927 0.2 0.0 0.0
N 1.329 -1.787 1.354 -0.4 -0.1 -0.3
C 2.324 -1.312 2.132 -0.1 -0.7 0.1
S 2.014 0.329 2.590 -0.3 0.1 -0.4
H 5.945 0.253 4.559 0.0 0.0 0.0
H 4.191 0.444 4.611 0.0 0.0 0.0
H 5.062 0.741 3.109 0.0 0.0 0.0
H 5.662 -2.578 5.769 0.0 0.0 0.0
H 4.744 -3.809 4.908 0.0 0.0 0.0
H 3.904 -2.476 5.701 0.0 0.0 0.0
H 7.330 -2.009 3.131 0.0 0.0 0.0
H 6.466 -1.660 1.635 0.0 0.0 0.0
H 6.422 -3.281 2.329 0.0 0.0 0.0
H 4.116 -4.155 2.319 0.0 0.0 0.0
H 2.239 -4.971 0.936 0.0 0.0 0.0
H 0.434 -3.331 0.321 0.0 0.0 0.0
C -2.544 -0.537 -5.499 0.0 0.1 0.0
C -2.409 -1.945 -4.928 0.0 0.0 0.0
C -2.053 -2.013 -3.443 0.0 0.0 0.0
C -0.614 -1.655 -3.089 0.0 0.0 0.0
N -0.267 -0.251 -3.314 0.0 0.1 0.0
C -0.517 0.764 -2.498 -0.1 -0.1 0.3
S -1.439 0.528 -1.034 -0.2 -0.3 0.0
N -0.103 1.976 -2.826 0.1 0.0 -0.1
C -0.295 3.203 -2.050 0.1 -0.1 0.0
C -1.605 3.907 -2.380 0.0 0.0 0.1
C -1.812 4.190 -3.866 0.0 0.0 0.0
C -0.726 5.061 -4.483 0.1 0.1 0.0
H -2.989 -0.562 -6.494 0.0 0.0 0.0
H -1.587 -0.024 -5.595 0.0 0.0 0.0
H -3.186 0.083 -4.868 0.0 0.0 0.0
H -1.673 -2.514 -5.506 0.0 0.0 0.0
H -3.357 -2.468 -5.069 0.0 0.0 0.0
H -2.217 -3.032 -3.081 0.0 0.0 0.0
H -2.726 -1.372 -2.868 0.0 0.0 0.0
H 0.086 -2.233 -3.695 0.0 0.0 0.0
H -0.401 -1.891 -2.047 0.0 0.0 0.0
H 0.303 -0.056 -4.123 0.0 0.0 0.0
H 0.408 2.070 -3.692 0.0 0.0 0.0
H 0.569 3.832 -2.264 0.0 0.0 0.0
H -0.235 2.935 -0.998 0.0 0.0 0.0
H -1.617 4.848 -1.822 0.0 0.0 0.0
H -2.432 3.304 -1.997 0.0 0.0 0.0
H -2.782 4.675 -3.994 0.0 0.0 0.0
H -1.887 3.244 -4.412 0.0 0.0 0.0
H -0.617 6.002 -3.941 0.0 0.0 0.0
H -0.953 5.303 -5.520 0.0 0.0 0.0
H 0.254 4.576 -4.478 0.0 0.0 0.0
O 1.479 -0.213 -0.880 -0.2 0.5 0.8
O 1.466 1.148 -0.330 -0.5 -0.4 -0.2
```
Forces are in eV/Å.



This record from the Open Molecules 2025 dataset describes a gas-phase ion, C23H44NO3 (charge +1). The level of theory is ωB97M-V/def2-TZVPD.

## Properties
SMILES: CCCCCCCOC(=O)C[N+](C)(C)CCO[C@H]1C[C@H]2CC[C@]1(C)C2(C)C
HOMO: -12.629 eV
energy relative to the best compared isomer or geometry (same formula, charge and spin): 14.26 kJ/mol
charge: +1
calculated total energy: -1183.04176 hartree
LUMO energy: -0.08204 hartree
multiplicity: 1

XYZ file:
```
71
Properties=species:S:1:pos:R:3:forces:R:3
C 8.511 1.835 0.106 -0.2 0.0 0.2
C 7.035 1.542 0.345 0.1 -0.1 -0.3
C 6.371 0.967 -0.905 -0.2 0.2 0.2
C 4.862 0.768 -0.762 0.3 -0.2 0.0
C 4.495 -0.320 0.246 -0.3 0.2 -0.2
C 2.989 -0.573 0.270 0.0 -0.3 0.3
C 2.634 -1.653 1.286 0.7 0.2 -0.3
H 3.102 -2.604 1.016 -0.1 0.1 0.1
H 2.937 -1.359 2.292 -0.1 -0.1 -0.1
O 1.208 -1.839 1.369 -0.4 0.2 0.3
C 0.647 -2.690 0.546 -0.6 -0.3 -0.2
O 1.199 -3.369 -0.280 0.3 0.0 -0.1
C -0.866 -2.715 0.820 0.8 0.7 0.7
N -1.687 -3.410 -0.203 0.1 -0.1 0.0
C -1.392 -2.877 -1.548 0.3 0.3 -0.9
H -0.380 -3.155 -1.835 -0.1 0.0 0.1
H -1.471 -1.792 -1.545 -0.1 0.0 0.1
H -2.092 -3.292 -2.271 -0.1 0.0 0.1
C -1.380 -4.855 -0.184 0.3 -1.0 0.0
H -1.926 -5.365 -0.975 -0.1 0.2 0.0
H -0.312 -4.999 -0.346 -0.1 0.1 0.0
H -1.659 -5.289 0.774 -0.1 0.2 0.0
C -3.134 -3.230 0.129 -0.9 0.6 0.2
H -3.258 -3.444 1.192 0.1 -0.1 -0.1
H -3.708 -3.959 -0.446 0.2 0.0 0.0
C -3.719 -1.843 -0.165 0.0 0.0 -0.1
O -2.985 -0.861 0.518 0.0 -0.3 0.0
C -3.569 0.441 0.587 -0.1 0.4 0.0
H -4.658 0.317 0.597 0.0 0.0 0.0
C -3.058 1.145 1.860 0.0 0.0 0.0
H -3.863 1.332 2.568 0.0 0.0 0.0
H -2.315 0.521 2.357 0.0 0.0 0.1
C -2.446 2.444 1.327 0.1 0.0 0.1
H -2.341 3.217 2.084 0.0 0.1 0.0
C -1.131 2.069 0.634 0.1 0.1 0.1
H -0.551 2.956 0.389 0.1 0.0 0.0
H -0.514 1.435 1.271 0.1 0.0 0.0
C -1.610 1.332 -0.631 -0.1 0.0 -0.1
H -1.250 1.803 -1.544 0.0 0.0 -0.1
H -1.271 0.295 -0.644 0.0 0.0 -0.1
C -3.147 1.410 -0.547 -0.1 -0.3 -0.2
C -3.850 1.198 -1.876 0.1 0.0 0.3
H -4.925 1.110 -1.737 -0.2 0.0 -0.1
H -3.489 0.300 -2.376 0.0 -0.1 -0.1
H -3.657 2.041 -2.534 0.0 0.1 -0.2
C -3.367 2.787 0.139 0.0 0.1 0.1
C -2.889 3.986 -0.681 0.0 -0.3 0.1
H -3.612 4.217 -1.460 0.0 0.1 -0.1
H -1.925 3.830 -1.152 0.2 0.0 -0.1
H -2.811 4.855 -0.033 0.0 0.1 0.0
C -4.812 3.089 0.537 0.2 -0.2 0.0
H -4.845 4.039 1.065 -0.1 0.1 0.1
H -5.431 3.179 -0.352 -0.1 0.0 -0.1
H -5.252 2.337 1.182 -0.1 -0.1 0.1
H -4.762 -1.855 0.187 0.1 -0.1 -0.1
H -3.744 -1.647 -1.245 0.0 -0.1 0.1
H -1.221 -1.684 0.913 0.0 -0.3 -0.1
H -1.010 -3.203 1.788 -0.1 0.0 -0.1
H 2.655 -0.891 -0.721 0.0 0.0 0.0
H 2.463 0.348 0.528 -0.1 0.0 0.0
H 5.012 -1.245 -0.018 0.1 -0.1 0.0
H 4.822 -0.025 1.243 0.1 0.0 0.1
H 4.452 0.496 -1.738 -0.1 0.0 0.0
H 4.401 1.711 -0.460 -0.1 0.1 0.0
H 6.550 1.651 -1.737 0.1 0.0 -0.1
H 6.839 0.013 -1.156 0.1 0.0 -0.1
H 6.525 2.464 0.633 -0.1 0.0 0.1
H 6.944 0.836 1.173 -0.1 0.0 0.1
H 8.632 2.559 -0.696 0.1 0.1 -0.1
H 9.040 0.926 -0.172 0.1 -0.1 0.0
H 8.971 2.238 1.004 0.1 0.0 0.0
```
Forces are in eV/Å.



This record from the Open Molecules 2025 dataset describes a molecular structure, C23H44NP3PdSe. The level of theory is ωB97M-V/def2-TZVPD.

## Properties
HOMO (alpha / beta): -18.947 / -19.889 eV
energy relative to the best compared isomer or geometry (same formula, charge and spin): 0.00 kJ/mol
charge: +4
calculated total energy: -4509.38777 hartree
LUMO energy (alpha / beta): -0.37367 / -0.51246 hartree
multiplicity: 5

XYZ file:
```
73
Properties=species:S:1:pos:R:3:forces:R:3
Pd -0.683 -0.518 0.321 0.7 0.1 0.6
P -1.802 -0.887 2.425 -1.0 -0.8 0.8
P 0.820 -2.301 -0.035 0.0 -1.4 0.1
P -2.321 -0.979 -1.257 -0.8 -0.6 0.0
H 0.764 1.636 -0.752 -0.5 -0.4 -0.2
C -0.314 1.422 -0.764 -0.7 1.4 1.4
C -1.067 1.685 0.391 0.8 0.6 -1.3
H -0.567 2.069 1.292 -0.4 -0.3 -0.4
C -1.271 -0.394 4.102 0.7 0.4 -0.2
C -2.012 -2.689 2.676 0.1 0.1 -0.4
C -3.464 -0.116 2.381 0.2 0.1 -0.5
C 1.883 -2.060 -1.499 0.0 0.3 -0.2
C 2.041 -2.744 1.242 0.0 0.0 0.2
C -0.032 -3.889 -0.360 0.2 0.0 0.0
C -3.491 0.374 -1.543 0.0 0.0 0.0
C -3.307 -2.416 -0.759 0.0 0.0 -0.2
C -1.540 -1.327 -2.856 0.1 -0.1 0.0
H -0.816 1.341 -1.733 0.4 0.0 0.3
H -2.140 1.851 0.287 0.3 -0.1 0.2
H -1.066 0.679 4.154 -0.2 -0.1 0.0
H -0.351 -0.912 4.394 -0.2 0.0 0.0
H -2.083 -0.649 4.804 0.3 0.0 -0.3
H -1.012 -3.127 2.806 -0.3 0.0 0.0
H -2.492 -3.146 1.802 0.1 0.0 0.3
H -2.607 -2.901 3.575 0.1 0.2 -0.2
H -3.328 0.970 2.291 -0.1 -0.2 0.1
H -4.018 -0.318 3.308 0.2 -0.1 -0.2
H -4.048 -0.469 1.523 0.1 0.1 0.3
H 2.476 -2.962 -1.713 -0.2 0.2 0.1
H 2.572 -1.227 -1.320 0.0 -0.1 0.0
H 1.275 -1.816 -2.377 0.1 -0.1 0.1
H 2.561 -3.673 0.962 -0.2 0.3 0.1
H 1.530 -2.889 2.202 0.2 0.0 -0.1
H 2.792 -1.951 1.352 -0.1 -0.3 0.0
H 0.706 -4.692 -0.504 -0.2 0.2 0.0
H -0.650 -3.820 -1.263 0.2 -0.1 0.2
H -0.669 -4.146 0.496 0.2 0.0 -0.2
H -4.202 0.043 -2.311 0.1 0.2 0.1
H -2.968 1.271 -1.893 -0.2 -0.2 0.0
H -4.038 0.611 -0.620 0.1 -0.1 -0.3
H -3.985 -2.687 -1.578 0.0 0.0 0.2
H -3.893 -2.161 0.135 0.1 -0.1 -0.3
H -2.656 -3.270 -0.533 -0.2 0.2 -0.1
H -2.313 -1.428 -3.628 0.2 0.0 0.1
H -0.958 -2.256 -2.798 -0.2 0.2 -0.1
H -0.867 -0.500 -3.121 -0.2 -0.2 0.0
C 2.233 2.102 -4.911 0.1 -0.9 0.5
C 1.581 3.019 -4.066 -0.7 1.4 0.2
C 1.289 4.307 -4.512 -0.1 -0.9 1.0
C 1.686 4.721 -5.794 0.1 0.0 -0.2
C 2.382 3.825 -6.624 0.4 -1.0 0.0
C 2.662 2.524 -6.187 0.1 0.7 -1.1
Se 2.481 0.309 -4.320 -0.2 1.5 -0.1
H 1.942 0.609 -2.946 0.3 -0.1 -0.7
H 1.291 2.714 -3.061 0.0 0.1 -0.2
H 0.747 4.989 -3.850 0.3 -0.2 -0.3
H 1.457 5.735 -6.137 0.1 -0.4 0.1
H 2.703 4.148 -7.619 -0.1 -0.2 0.4
H 3.202 1.832 -6.833 -0.1 0.2 0.1
N 2.203 0.900 1.566 -0.2 -0.2 1.0
C 1.994 1.010 2.908 0.1 0.1 -1.5
C 2.423 -0.001 3.799 0.5 -0.5 1.1
C 2.423 0.257 5.165 0.3 -0.7 -1.1
C 1.951 1.489 5.654 0.2 0.0 0.4
C 1.376 2.414 4.775 -0.5 0.7 -1.4
C 1.365 2.179 3.408 -0.2 0.5 0.9
H 2.767 0.154 1.182 0.0 0.1 0.2
H 1.922 1.621 0.914 0.2 0.1 0.4
H 2.781 -0.957 3.392 0.0 0.5 0.4
H 2.824 -0.493 5.841 -0.1 0.1 0.0
H 2.044 1.731 6.714 -0.1 -0.1 -0.3
H 0.956 3.351 5.141 0.1 -0.3 0.1
H 0.922 2.880 2.693 0.3 0.0 0.4
```
Forces are in eV/Å.



Number 1: F_max 0.0135 Eh/bohr. Number 2: F_max 0.0280 Eh/bohr. Number 3: F_max 0.0242 Eh/bohr. Number 4: F_max 0.0400 Eh/bohr.